# C33H45N3O3PS2TeZr

A structure of composition C33H45N3O3PS2TeZr (ωB97M-V with the def2-TZVPD basis set, OMol25).

Structure (ORCA input):
```
! RIJCOSX wB97M-V def2-TZVPD def2/J DEFGRID3
* xyz 1 1
Te 0.817 0.618 -1.198
Zr -1.145 -0.897 0.374
S -2.521 1.399 0.266
S -3.645 -1.589 -0.399
P -3.350 0.226 -1.135
O -4.612 0.835 -1.822
O 0.460 -1.973 0.839
O -2.259 0.200 -2.252
N -0.631 -2.138 -1.176
N -2.268 -1.774 5.050
N -1.809 -1.207 2.587
C -3.132 -0.647 3.024
C 2.740 0.009 1.753
C 1.813 2.861 -3.283
C 0.928 3.306 0.451
C 0.323 2.681 1.682
C 2.798 -4.251 -2.715
C 3.788 -4.092 -0.517
C -2.050 -3.008 4.298
C -1.469 -0.683 -4.364
C 2.644 -3.462 -0.049
C 1.128 2.682 -0.791
C 3.865 -4.481 -1.850
C 1.286 4.647 0.584
C 1.960 4.753 -1.687
C 1.817 5.385 -0.460
C 1.583 -3.228 -0.918
C 4.754 -0.571 0.427
C -1.093 -0.910 4.946
C 5.454 -0.815 -0.744
C 2.803 -0.004 -0.823
C 2.192 6.836 -0.276
C 0.397 -2.475 -0.477
C 3.413 -0.175 0.421
C -1.826 -2.699 2.795
C -5.913 0.861 -1.143
C -2.461 0.235 -3.704
C 3.495 -0.277 -2.006
C -6.826 -0.168 -1.752
C -0.738 -0.627 3.459
C 1.620 3.420 -1.886
C 4.820 -0.679 -1.972
C 1.654 -3.621 -2.250
C -3.422 -1.075 4.483
H 2.823 7.190 -1.091
H -5.752 0.693 -0.077
H -2.619 -3.106 2.175
H -6.520 -1.181 -1.486
H 1.030 2.676 2.514
H -1.640 -0.665 -5.442
H -3.641 -0.204 5.096
H 2.675 2.192 -3.337
H 0.202 -1.094 3.178
H 2.723 -0.935 2.303
H -1.181 -3.518 4.709
H -0.678 0.440 3.258
H -1.588 -1.704 -3.999
H 5.346 -0.887 -2.896
H 5.251 -0.696 1.386
H -7.845 -0.007 -1.392
H -0.557 3.248 1.998
H 1.989 3.673 -3.987
H -4.284 -1.739 4.529
H -6.282 1.872 -1.278
H 2.348 5.318 -2.529
H -0.877 -3.091 2.451
H 2.860 -4.562 -3.751
H -6.831 -0.078 -2.839
H 4.620 -4.273 0.153
H 3.281 0.740 2.359
H -0.444 -0.373 -4.171
H -2.913 -3.659 4.432
H 6.491 -1.122 -0.698
H -2.340 1.273 -3.999
H 1.718 0.343 1.649
H 2.992 -0.193 -2.960
H 0.810 -3.424 -2.900
H -3.070 0.430 2.919
H 2.568 -3.143 0.982
H 1.301 7.467 -0.247
H 4.761 -4.969 -2.217
H -0.252 -1.389 5.443
H -3.883 -1.001 2.328
H 2.730 6.989 0.661
H -1.306 0.019 5.470
H 1.135 5.128 1.549
H 0.945 2.303 -3.630
H -3.483 -0.072 -3.909
H 0.005 1.663 1.505
*
```

Calculated values
Relative energy (zero: lowest compared OMol25 entry of this formula, charge and spin) ... 67.0 kJ/mol
HOMO energy ... -0.4085 Eh
E_LUMO ... -0.102 Eh
Largest force on an atom ... 0.8 eV/Å
Frontier orbital gap ... 8.33 eV

Atomic partial charges in e from the Löwdin method, atoms 1 to 4:
1 Te 1.561
2 Zr 1.175
3 S 0.353
4 S 0.377